# 1
C22H27N9O4OsSSe | the ωB97M-V functional and the def2-TZVPD basis

Last column: natural (NBO) charge in e.
Positions of all 65 atoms, in Å:
Os -0.288 -0.667 -0.312  1.15
N 6.429 -3.699 -2.865  -0.73
C 5.493 -2.861 -2.395  0.25
C 4.558 -3.305 -1.429  -0.23
C 3.613 -2.445 -0.945  -0.14
C 3.570 -1.118 -1.401  -0.52
C 4.499 -0.659 -2.352  -0.11
C 5.437 -1.522 -2.845  -0.26
S 2.420 -0.036 -0.806  2.30
O 1.801 -0.578 0.441  -0.95
O 2.874 1.312 -0.791  -0.86
N 0.955 -0.071 -1.700  -0.74
C 0.428 1.258 -1.860  0.55
N -0.461 1.401 -0.870  -0.51
C -1.114 2.561 -0.784  0.13
C -0.830 3.554 -1.704  -0.28
C 0.097 3.278 -2.700  0.13
N 0.743 2.105 -2.788  -0.40
H 6.497 -4.644 -2.528  0.41
H 7.115 -3.393 -3.532  0.41
H 4.607 -4.319 -1.050  0.25
H 2.938 -2.775 -0.169  0.22
H 4.472 0.371 -2.683  0.25
H 6.157 -1.175 -3.574  0.24
H -1.850 2.676 -0.001  0.24
H -1.336 4.506 -1.659  0.27
H 0.336 4.011 -3.460  0.24
C -0.851 1.294 4.649  -0.41
N -0.334 0.697 3.411  -0.40
C 0.549 1.573 2.644  -0.42
C -0.908 -0.357 2.827  0.83
O -0.949 -0.443 1.541  -0.71
N -1.480 -1.340 3.532  -0.40
C -2.484 -2.213 2.923  -0.41
C -1.175 -1.609 4.937  -0.41
H -1.022 2.353 4.460  0.23
H -0.140 1.197 5.469  0.22
H -1.799 0.847 4.929  0.22
H 1.210 2.079 3.344  0.23
H -0.025 2.328 2.100  0.20
H 1.157 1.002 1.952  0.23
H -2.399 -2.204 1.842  0.22
H -3.489 -1.895 3.203  0.23
H -2.328 -3.228 3.285  0.22
H -0.245 -1.129 5.223  0.23
H -1.054 -2.686 5.050  0.22
H -1.976 -1.284 5.601  0.22
N 1.524 -7.655 -0.272  -0.79
C 2.153 -6.474 -0.178  0.64
O 3.356 -6.312 -0.157  -0.58
C 1.298 -5.228 -0.136  -0.01
C 0.729 -4.723 -1.295  -0.23
C 0.191 -3.453 -1.275  0.07
N 0.176 -2.699 -0.163  -0.46
C 0.664 -3.215 0.979  0.06
C 1.237 -4.467 1.027  -0.22
H 2.078 -8.497 -0.309  0.43
H 0.523 -7.737 -0.243  0.41
H 0.747 -5.279 -2.223  0.26
H -0.206 -3.001 -2.175  0.23
H 0.625 -2.577 1.850  0.22
H 1.671 -4.825 1.951  0.26
Se -2.366 -1.185 -1.309  0.31
C -3.302 0.408 -1.267  -0.01
N -3.889 1.397 -1.240  -0.27

Results
**F_max**: 0.49 eV Å⁻¹
**E_LUMO (spin up / spin down)**: -7.732 / -7.861 eV
**E_HOMO (spin up / spin down)**: -13.39 / -13.39 eV
**Net charge**: +2
**Kohn-Sham gap (spin up / spin down)**: 5.66 / 5.53 eV
**Energy relative to the best compared isomer or geometry (same formula, charge and spin)**: 0.0 kcal per mole

# 2
C22H27NO6 | the ωB97M-V functional and the def2-TZVPD basis

Last column: natural (NBO) charge in e.
Positions of all 56 atoms, in Å:
C 0.222 -5.831 4.388  -0.61
C 1.603 -5.227 4.163  -0.41
C 1.934 -5.114 2.682  -0.07
H 2.965 -4.776 2.528  0.20
H 1.816 -6.080 2.176  0.18
O 1.046 -4.171 2.087  -0.51
C 1.297 -3.850 0.813  0.78
O 2.214 -4.315 0.166  -0.63
C 0.362 -2.882 0.267  -0.05
C -0.742 -2.222 0.782  0.07
C -1.233 -1.402 -0.269  -0.28
C -0.402 -1.587 -1.373  0.25
N 0.543 -2.473 -1.039  -0.47
H 1.305 -2.815 -1.605  0.44
C -0.531 -0.896 -2.679  -0.44
H -1.031 -1.561 -3.393  0.23
H 0.451 -0.648 -3.089  0.23
C -1.378 0.374 -2.511  -0.21
C -0.640 1.526 -1.868  0.01
C 0.467 1.368 -1.065  -0.28
C 1.090 2.459 -0.449  0.30
C 0.590 3.747 -0.651  0.14
C -0.528 3.910 -1.495  0.35
C -1.130 2.812 -2.083  -0.35
H -1.986 2.941 -2.726  0.21
O -0.941 5.197 -1.689  -0.51
C -2.023 5.437 -2.554  -0.25
H -2.150 6.519 -2.569  0.20
H -1.813 5.084 -3.568  0.18
H -2.943 4.971 -2.187  0.18
O 1.211 4.848 -0.088  -0.52
C 0.427 5.614 0.805  -0.25
H -0.392 6.122 0.293  0.19
H 0.018 4.988 1.607  0.17
H 1.106 6.353 1.230  0.19
O 2.171 2.102 0.294  -0.49
C 2.883 3.044 1.066  -0.24
H 3.695 2.477 1.521  0.19
H 2.259 3.473 1.854  0.17
H 3.292 3.846 0.450  0.19
H 0.896 0.402 -0.862  0.22
C -2.643 0.055 -1.696  -0.50
C -2.356 -0.485 -0.301  0.59
O -3.044 -0.183 0.651  -0.56
H -3.224 -0.712 -2.218  0.23
H -3.268 0.943 -1.598  0.23
H -1.698 0.703 -3.506  0.22
C -1.322 -2.349 2.141  -0.65
H -1.810 -3.318 2.250  0.22
H -0.540 -2.288 2.894  0.23
H -2.057 -1.566 2.300  0.25
H 1.645 -4.231 4.606  0.21
H 2.366 -5.846 4.637  0.21
H -0.004 -5.874 5.451  0.21
H -0.533 -5.225 3.896  0.21
H 0.177 -6.840 3.984  0.20

Results
**F_max**: 0.72 eV Å⁻¹
**E_LUMO**: 0.653 eV
**E_HOMO**: -8.27 eV
**Net charge**: 0
**SMILES string**: CCCOC(=O)c1[nH]c2c(c1C)C(=O)C[C@@H](c1cc(OC)c(OC)c(OC)c1)C2
**Kohn-Sham gap**: 8.92 eV
**Energy relative to the best compared isomer or geometry (same formula, charge and spin)**: 63.8 kcal per mole

# 3
C22H28 | the ωB97M-V functional and the def2-TZVPD basis

Last column: natural (NBO) charge in e.
Positions of all 50 atoms, in Å:
C -1.414 0.344 -1.377  -0.20
C 1.568 4.085 -3.058  -0.20
C 0.266 4.211 -3.676  -0.24
C -0.322 0.257 -0.490  -0.02
C -1.499 1.280 -2.335  -0.20
C 1.725 3.066 -1.988  -0.24
C -0.712 3.309 -3.461  0.04
C 0.749 1.258 -0.677  0.10
C -0.580 2.269 -2.486  -0.10
C 0.608 2.191 -1.705  -0.01
C -2.112 3.595 -4.069  -0.64
C -0.307 -4.659 0.911  -0.60
C -1.686 -3.210 2.433  -0.62
C 0.236 0.830 2.706  -0.61
C 2.016 1.091 0.167  -0.46
C 0.813 -2.914 2.239  -0.41
C -0.494 -2.209 0.334  -0.40
C 1.978 -0.092 1.163  -0.40
C 0.743 -1.571 2.885  -0.39
C -0.402 -0.695 0.707  -0.24
C -0.435 -3.250 1.502  -0.04
C 0.677 -0.374 1.858  -0.01
H -2.218 -0.344 -1.259  0.21
H 2.328 4.862 -3.199  0.21
H 0.006 5.058 -4.248  0.21
H -2.444 1.454 -2.931  0.21
H 2.758 3.114 -1.464  0.23
H -2.189 4.601 -4.562  0.22
H -2.809 3.569 -3.270  0.22
H -2.200 2.909 -4.919  0.22
H 0.025 -5.475 1.521  0.22
H 0.492 -4.556 0.093  0.21
H -1.313 -4.796 0.492  0.21
H -1.914 -2.341 2.960  0.21
H -1.649 -3.976 3.251  0.21
H -2.548 -3.295 1.819  0.21
H 1.010 1.094 3.390  0.21
H -0.060 1.707 2.184  0.21
H -0.685 0.510 3.319  0.20
H 2.833 0.938 -0.497  0.22
H 2.299 1.915 0.767  0.21
H 1.740 -2.993 1.657  0.21
H 0.910 -3.650 3.057  0.20
H -1.407 -2.457 -0.164  0.21
H 0.396 -2.306 -0.317  0.21
H 2.840 -0.055 1.865  0.21
H 2.154 -0.994 0.622  0.19
H -0.133 -1.523 3.564  0.21
H 1.679 -1.305 3.424  0.21
H -1.322 -0.474 1.264  0.21

Results
**F_max**: 4.49 eV Å⁻¹
**E_LUMO**: 0.560 eV
**E_HOMO**: -7.73 eV
**Net charge**: 0
**SMILES string**: Cc1cccc2c3c(ccc12)[C@H]1CC(C)(C)CC[C@@]1(C)CC3
**Kohn-Sham gap**: 8.29 eV
**Energy relative to the best compared isomer or geometry (same formula, charge and spin)**: 50.2 kcal per mole

# 4
C22H28BIN2O5 | the ωB97M-V functional and the def2-TZVPD basis

Last column: natural (NBO) charge in e.
Positions of all 59 atoms, in Å:
C 5.002 -3.140 1.735  -0.73
C 3.514 -3.010 1.145  0.80
O 2.539 -3.294 1.897  -0.58
O 3.254 -2.621 -0.207  -0.55
C 2.305 -1.491 -0.209  -0.09
C 2.246 -0.911 -1.699  -0.42
C 0.885 -0.090 -2.017  -0.40
C 0.639 1.082 -0.932  -0.42
C -0.736 0.808 -0.142  -0.89
B -0.556 0.514 1.452  0.77
I 0.965 1.530 2.709  -0.08
C -1.547 -0.558 2.210  -0.88
C -2.970 -0.738 1.489  -0.50
C -3.187 -2.219 0.863  0.72
O -4.303 -2.386 0.278  -0.55
N -2.178 -3.286 1.014  -0.72
C -1.609 -3.722 -0.276  0.14
C -0.407 -4.732 -0.188  -0.23
C 0.301 -5.343 -1.415  -0.21
C -0.200 -4.939 -2.826  -0.24
C -1.361 -3.905 -2.934  -0.21
C -2.078 -3.283 -1.682  -0.28
H 5.702 -3.749 1.060  0.24
H 5.447 -2.119 2.006  0.25
H 4.924 -3.733 2.719  0.25
H 2.771 -0.698 0.483  0.18
H 1.291 -1.835 0.207  0.21
H 3.109 -0.166 -1.866  0.21
H 2.291 -1.800 -2.417  0.23
H 0.031 -0.843 -2.098  0.21
H 1.019 0.406 -3.050  0.22
H 0.550 2.122 -1.424  0.23
H 1.542 1.128 -0.236  0.21
H -1.458 1.716 -0.206  0.26
H -1.316 -0.075 -0.617  0.24
H -1.758 -0.079 3.245  0.24
H -0.989 -1.533 2.423  0.29
H -3.770 -0.659 2.323  0.25
H -3.238 0.088 0.741  0.25
H -2.693 -4.089 1.433  0.41
H -0.035 -5.034 0.844  0.24
H 1.150 -6.088 -1.245  0.23
H 0.274 -5.393 -3.769  0.23
H -1.686 -3.625 -4.002  0.23
H -2.921 -2.530 -1.807  0.25
C -1.792 5.944 1.956  -0.17
C -1.750 7.124 1.217  -0.22
C -0.998 7.188 0.049  -0.18
C -0.294 6.061 -0.373  0.00
C -0.326 4.880 0.366  -0.14
C -1.078 4.827 1.534  -0.23
N 0.479 6.115 -1.616  0.53
O 0.500 7.173 -2.229  -0.37
O 1.057 5.098 -1.973  -0.38
H -2.385 5.896 2.864  0.22
H -2.307 7.993 1.552  0.22
H -0.974 8.112 -0.517  0.25
H 0.223 4.001 0.046  0.24
H -1.112 3.910 2.114  0.23

Results
**F_max**: 4.92 eV Å⁻¹
**E_LUMO**: -0.579 eV
**E_HOMO**: -8.54 eV
**Net charge**: 0
**SMILES string**: CC(=O)OCCCCCB(I)CCC(=O)Nc1ccccc1.O=[N+]([O-])c1ccccc1
**Kohn-Sham gap**: 7.96 eV

Calculated calculated total energy (eV), listed in the same order as above: -123488.12324; -37027.09170; -23267.51260; -45254.70343